# 1
{"formula": "C16H37MnN6OSi4", "method": "ωB97M-V/def2-TZVPD", "largest_force_ev_per_a": 0.4, "homo_lumo_gap_ev": [7.336, 7.207], "total_charge": 1, "s_squared": 8.759, "energy_ha": -3344.45286, "e_above_lowest_kj_mol": 5.1, "lumo_ev": [-2.75, -2.99], "homo_ev": [-10.089, -10.192], "spin_multiplicity": 6, "elements": ["Mn", "Si", "Si", "Si", "Si", "O", "N", "N", "N", "N", "N", "N", "C", "C", "C", "C", "C", "C", "C", "C", "C", "C", "C", "C", "C", "C", "C", "C", "H", "H", "H", "H", "H", "H", "H", "H", "H", "H", "H", "H", "H", "H", "H", "H", "H", "H", "H", "H", "H", "H", "H", "H", "H", "H", "H", "H", "H", "H", "H", "H", "H", "H", "H", "H", "H"], "positions_angstrom": [[1.392, 0.120, -0.028], [-1.230, -1.633, -2.278], [-1.524, -1.907, 1.613], [-1.004, -0.553, -0.214], [-2.246, 1.422, -0.095], [1.995, 0.448, 2.109], [5.198, -1.585, -1.232], [4.427, -2.133, -0.325], [3.169, -0.712, -1.197], [1.951, 2.229, 0.117], [4.830, -3.216, 0.418], [3.228, -1.666, -0.274], [-1.190, -3.713, 1.223], [4.381, -0.680, -1.761], [-1.772, 2.574, -1.505], [-0.445, -1.472, 3.112], [2.025, 2.733, 1.352], [2.364, 4.402, -0.782], [-4.093, 1.146, -0.164], [2.120, 3.053, -0.927], [-0.625, -0.447, -3.606], [-3.301, -1.712, 2.166], [2.444, 4.923, 0.502], [1.754, 1.806, 2.507], [-1.840, 2.302, 1.522], [2.278, 4.076, 1.583], [-0.109, -3.138, -2.323], [-2.987, -2.152, -2.647], [-0.425, -3.899, -1.609], [0.553, -1.930, 3.053], [-3.646, -1.282, -2.689], [2.393, 2.064, 3.352], [-3.361, -2.817, -1.865], [-0.357, -0.389, 3.259], [-2.260, 2.267, -2.432], [-0.693, 2.587, -1.675], [-0.134, -3.586, -3.321], [-4.362, 0.594, -1.068], [2.486, 5.026, -1.655], [2.636, 5.976, 0.659], [0.929, -2.873, -2.104], [0.413, -0.156, -3.417], [-1.922, -4.092, 0.505], [-3.474, -0.707, 2.562], [-0.817, 2.691, 1.530], [-4.431, 0.560, 0.693], [-1.982, 1.653, 2.391], [5.838, -3.175, 0.515], [-4.644, 2.089, -0.169], [-3.065, -2.677, -3.602], [-2.510, 3.159, 1.641], [-3.977, -1.853, 1.320], [-1.232, 0.459, -3.655], [2.046, 2.602, -1.909], [-0.194, -3.872, 0.805], [-0.663, -0.925, -4.589], [0.710, 1.920, 2.811], [4.355, -3.198, 1.313], [-1.277, -4.315, 2.132], [-3.574, -2.429, 2.944], [-0.893, -1.884, 4.020], [2.338, 4.446, 2.598], [1.428, -0.129, 2.648], [4.668, -0.020, -2.561], [-2.093, 3.599, -1.293]], "mulliken_spin": [4.9780, 0.0065, 0.0115, -0.1166, 0.0184, 0.0347, 0.0047, 0.0259, 0.0200, -0.0259, 0.0003, -0.0359, 0.0008, 0.0250, -0.0090, 0.0028, 0.0177, 0.0032, 0.0018, 0.0136, -0.0002, 0.0002, 0.0059, 0.0019, -0.0044, -0.0011, 0.0088, -0.0001, 0.0010, 0.0014, -0.0004, -0.0017, -0.0003, 0.0034, 0.0010, 0.0080, 0.0000, 0.0000, -0.0003, 0.0001, -0.0052, 0.0000, -0.0001, 0.0006, 0.0030, -0.0004, 0.0027, 0.0000, 0.0008, 0.0013, -0.0003, 0.0001, 0.0031, 0.0083, -0.0006, -0.0010, -0.0076, 0.0005, 0.0009, 0.0005, -0.0004, -0.0002, -0.0097, 0.0023, 0.0007]}

# 2
{"formula": "C16H38AlClIrO4Si", "method": "ωB97M-V/def2-TZVPD", "largest_force_ev_per_a": 6.4, "homo_lumo_gap_ev": [5.958, 7.487], "total_charge": 0, "s_squared": 8.759, "energy_ha": -2029.82079, "lumo_ev": [0.29, -2.38], "homo_ev": [-5.666, -9.868], "spin_multiplicity": 6, "elements": ["Ir", "Cl", "Si", "Al", "O", "O", "O", "O", "C", "C", "C", "C", "C", "C", "C", "C", "C", "C", "C", "C", "C", "C", "C", "C", "H", "H", "H", "H", "H", "H", "H", "H", "H", "H", "H", "H", "H", "H", "H", "H", "H", "H", "H", "H", "H", "H", "H", "H", "H", "H", "H", "H", "H", "H", "H", "H", "H", "H", "H", "H", "H", "H"], "positions_angstrom": [[-0.306, 0.009, 0.627], [0.864, 1.671, -2.886], [0.643, 0.777, 3.293], [0.804, 0.306, -4.466], [2.084, 0.492, 4.007], [-0.288, -0.580, 3.391], [-0.071, 2.043, 4.026], [0.795, 1.061, 1.712], [2.881, -1.539, 5.069], [4.456, 0.121, 4.059], [3.092, -0.553, 3.921], [2.519, -0.516, -4.959], [1.043, 4.123, 3.477], [3.057, -1.342, 2.612], [-1.050, 3.574, 2.308], [-2.232, 0.261, 4.655], [-1.004, -1.740, 5.367], [-0.800, 0.201, -5.597], [-1.105, 4.054, 4.762], [-1.560, 1.016, -0.586], [-2.405, -1.787, 3.335], [-0.736, -1.664, 0.013], [-1.445, -0.938, 4.152], [-0.300, 3.419, 3.629], [-0.357, -1.129, 6.012], [-2.075, 3.555, 4.883], [-1.757, -1.972, -0.338], [3.200, -0.688, 1.743], [3.881, -2.072, 2.619], [4.522, 0.716, 4.980], [2.844, -1.017, 6.035], [0.885, 5.191, 3.273], [2.123, -1.911, 2.513], [1.946, -2.094, 4.918], [-0.658, -0.535, -6.403], [3.258, 0.253, -5.229], [-1.101, 1.958, -0.942], [-2.015, 3.047, 2.297], [-1.639, 0.867, 5.351], [5.254, -0.637, 4.088], [-0.552, 3.978, 5.708], [-1.298, 5.119, 4.565], [1.591, 3.690, 2.630], [-0.484, -2.662, 5.072], [-1.023, 1.175, -6.059], [-1.263, 4.644, 2.154], [-1.664, -0.113, -4.992], [-2.830, -1.224, 2.494], [1.636, 4.022, 4.394], [4.658, 0.777, 3.204], [-1.944, -2.711, 2.964], [-1.717, 0.310, -1.428], [-2.621, 0.861, 3.820], [2.400, -1.198, -5.813], [0.033, -2.482, 0.091], [-2.531, 1.254, -0.086], [-3.236, -2.067, 4.006], [-1.903, -2.014, 5.943], [3.702, -2.272, 5.106], [-3.101, -0.122, 5.215], [-0.434, 3.242, 1.462], [2.903, -1.092, -4.103]], "mulliken_spin": [3.0049, 0.0081, 0.1011, -0.0087, -0.0026, -0.0658, 0.0172, 0.2746, 0.0003, 0.0028, -0.0353, 0.0006, 0.0007, 0.0883, 0.0227, -0.0056, 0.0008, 0.0021, -0.0018, 0.3607, 0.0940, 1.0107, 0.0083, -0.0078, 0.0016, -0.0004, 0.0602, -0.0149, 0.0012, 0.0002, -0.0003, -0.0001, -0.0116, 0.0010, 0.0003, 0.0003, 0.0023, 0.0011, 0.0000, -0.0004, 0.0002, 0.0005, 0.0038, -0.0003, 0.0001, -0.0003, 0.0009, -0.0251, 0.0004, -0.0001, -0.0160, 0.0663, 0.0021, 0.0002, 0.0490, 0.0067, 0.0086, -0.0001, -0.0005, -0.0024, -0.0049, 0.0005]}

# 3
{"formula": "C16H38CdN5O6", "method": "ωB97M-V/def2-TZVPD", "largest_force_ev_per_a": 6.0, "homo_lumo_gap_ev": 6.974, "total_charge": 1, "energy_ha": -1525.17357, "e_above_lowest_kj_mol": 265.7, "lumo_ev": -1.85, "homo_ev": -8.821, "spin_multiplicity": 1, "elements": ["Cd", "O", "O", "O", "O", "O", "O", "N", "N", "N", "N", "N", "C", "C", "C", "C", "C", "C", "C", "C", "C", "C", "C", "C", "C", "C", "C", "C", "H", "H", "H", "H", "H", "H", "H", "H", "H", "H", "H", "H", "H", "H", "H", "H", "H", "H", "H", "H", "H", "H", "H", "H", "H", "H", "H", "H", "H", "H", "H", "H", "H", "H", "H", "H", "H", "H"], "positions_angstrom": [[34.012, 22.498, -15.836], [35.015, 24.449, -16.253], [36.022, 21.687, -16.284], [32.361, 23.681, -15.423], [33.844, 22.374, -17.818], [33.357, 20.699, -15.239], [34.970, 22.760, -13.918], [35.854, 26.401, -15.544], [32.628, 18.928, -14.222], [34.189, 21.089, -19.568], [35.890, 22.987, -11.775], [37.941, 22.205, -17.398], [36.714, 25.825, -14.493], [37.299, 21.894, -16.322], [36.834, 21.856, -11.792], [35.056, 25.677, -16.350], [33.865, 23.447, -20.075], [38.066, 21.854, -15.000], [32.691, 17.816, -13.251], [31.308, 24.474, -15.810], [37.537, 21.629, -18.694], [33.634, 19.602, -14.730], [34.141, 19.791, -18.880], [35.018, 18.978, -14.711], [34.086, 24.272, -12.453], [35.029, 23.237, -12.792], [33.885, 22.266, -19.042], [34.166, 26.491, -17.280], [36.525, 20.997, -12.388], [32.846, 23.615, -20.424], [34.882, 27.204, -17.689], [33.186, 19.634, -18.380], [35.893, 23.607, -10.979], [35.823, 19.519, -14.213], [38.902, 22.487, -17.267], [36.077, 25.779, -13.610], [33.458, 27.046, -16.664], [37.004, 21.500, -10.776], [33.547, 24.612, -13.338], [35.731, 27.401, -15.473], [34.422, 18.999, -19.574], [35.471, 18.933, -15.701], [34.800, 19.840, -18.012], [33.348, 23.744, -11.849], [37.315, 22.319, -19.508], [38.351, 20.998, -19.051], [38.055, 20.929, -14.424], [39.132, 22.036, -15.136], [34.402, 24.361, -19.819], [34.266, 21.080, -20.575], [33.754, 25.915, -18.109], [34.596, 25.173, -12.111], [34.308, 23.183, -21.035], [32.005, 17.998, -12.425], [37.576, 26.337, -14.067], [31.726, 19.279, -14.511], [36.986, 24.848, -14.893], [36.787, 20.841, -18.616], [37.685, 22.715, -14.451], [30.576, 23.838, -16.309], [37.824, 22.078, -12.190], [32.332, 16.939, -13.790], [30.775, 25.117, -15.109], [31.738, 25.265, -16.423], [33.580, 17.578, -12.667], [35.009, 17.939, -14.381]], "mulliken_charge": [2.8781, -0.3932, -0.5939, -0.5141, -0.7491, -0.7929, -0.5605, -0.1826, -0.1864, -0.0526, -0.0802, -0.1181, -0.2820, 0.2893, -0.8622, 0.7185, -1.3990, -0.8350, -1.0768, -0.9886, -0.8083, 0.7555, -0.6084, -0.7512, -1.2791, 0.4533, 0.6386, -1.6307, 0.1194, 0.3843, 0.5288, 0.2875, 0.2834, -0.1523, 0.2924, -0.0237, 0.3966, 0.4458, 0.0343, 0.2539, 0.3600, 0.1347, -0.1022, 0.4157, 0.3048, 0.4224, 0.2833, 0.4281, 0.2158, 0.2330, 0.1432, 0.4769, 0.4579, 0.3462, 0.3834, 0.2778, -0.0487, 0.1358, -0.0274, 0.2734, 0.3025, 0.3624, 0.2459, 0.1855, 0.3686, 0.5821]}